1.
Formula: C15H26N2O5S2
Source: the OMol25 dataset
Level of theory: ωB97M-V with the def2-TZVPD basis set

Structure (ORCA input):
```
! wB97M-V def2-TZVPD RIJCOSX def2/J DEFGRID3
* xyz 0 1
C -3.62199 -0.16764 2.75423
O -4.79837 -0.89779 2.47257
C -5.21421 -0.80715 1.12334
C -4.55169 -1.81914 0.19703
O -4.72611 -3.15619 0.61328
C -3.72501 -3.68024 1.46534
C -2.40142 -4.04244 0.77004
C -1.26879 -2.99163 0.85144
C -0.81668 -2.49072 -0.51963
S 0.46722 -1.22584 -0.38866
C -0.47125 0.26394 -0.30836
S -1.88675 0.53796 -1.06214
N 0.18857 1.25248 0.42165
C -0.04129 2.62015 0.35327
C 0.80093 3.17503 1.23844
N 1.56165 2.20633 1.88461
C 1.17476 1.08190 1.38068
H -2.92843 -0.15542 1.90472
H -3.12379 -0.64100 3.60273
H -3.86077 0.87083 3.01026
H -6.29443 -0.96801 1.11348
H -5.00809 0.19990 0.72960
H -3.49783 -1.57376 0.03059
H -5.05101 -1.72945 -0.77451
H -4.16328 -4.59022 1.88019
H -3.53932 -3.00407 2.30698
H -2.60465 -4.31378 -0.27105
H -2.04755 -4.96005 1.24936
H -0.39899 -3.41442 1.36027
H -1.59751 -2.14560 1.46343
H -0.37567 -3.30164 -1.10505
H -1.63479 -2.08339 -1.11522
H -0.75430 3.07008 -0.31367
H 0.91864 4.22409 1.46099
H 1.53912 0.09966 1.63440
C 5.47379 2.77297 0.14921
C 4.19412 2.20067 -0.41897
O 3.93311 2.67908 -1.75211
C 4.65003 2.10753 -2.71507
O 5.45324 1.22080 -2.57793
O 4.33722 2.69518 -3.87173
C 5.06683 2.20488 -5.00003
H 5.44685 3.86282 0.11806
H 5.58554 2.45820 1.18686
H 6.34193 2.43084 -0.41238
H 3.34090 2.52911 0.16699
H 4.21260 1.11037 -0.42389
H 4.96715 1.12490 -5.08379
H 6.12005 2.46716 -4.91404
H 4.62974 2.69272 -5.86581
*
```

calculated total energy = -1869.20641 Eh
maximum force = 0.600 eV/Å
orbital gap = 8.469 eV
SMILES = COCCOCCCCSC(=S)n1ccnc1.CCOC(=O)OC



2.
Formula: C19H40BiNP3Se
Source: the OMol25 dataset
Level of theory: ωB97M-V with the def2-TZVPD basis set

Structure (ORCA input):
```
! wB97M-V def2-TZVPD RIJCOSX def2/J DEFGRID3
* xyz 3 1
Bi -1.85036 -0.49168 -1.69982
P -2.02069 -2.19030 0.20765
P 1.39606 -0.16820 1.27755
P 0.79635 -0.90358 -2.23470
H -3.15243 2.79232 -4.58578
C -3.32504 1.70877 -4.67869
C -2.91586 0.84475 -3.71880
H -2.40938 1.43625 -2.92954
C -3.41641 -1.98478 1.37175
C -0.79476 -3.13450 1.17481
C -2.62983 -3.43555 -1.02773
C 2.65589 1.18790 1.32830
C 0.78496 0.02310 3.01280
C 2.56149 -1.60239 1.49702
C 0.60465 -0.82143 -4.06921
C 1.27466 -2.67112 -1.98246
C 2.46853 -0.13431 -2.11494
H -3.91900 1.36779 -5.53532
H -3.14650 -0.24456 -3.80968
H -4.12058 -1.23112 0.99298
H -3.03510 -1.58226 2.32171
H -3.91764 -2.95722 1.51853
H -0.41800 -2.51871 2.01228
H 0.07028 -3.42842 0.55379
H -1.28847 -4.04708 1.56725
H -3.35881 -2.96134 -1.71121
H -3.13112 -4.21715 -0.43391
H -1.81318 -3.86740 -1.63626
H 3.42809 0.99279 2.08736
H 2.15281 2.13794 1.54379
H 3.11866 1.27582 0.33831
H 1.60027 -0.13142 3.72316
H 0.00684 -0.71253 3.21327
H 0.40952 1.04072 3.13445
H 3.21916 -1.44857 2.35771
H 3.18190 -1.71070 0.59919
H 1.98940 -2.52367 1.65070
H 1.56607 -1.10335 -4.53095
H 0.35154 0.20835 -4.37332
H -0.17510 -1.51101 -4.42375
H 1.90739 -2.98557 -2.83204
H 0.38990 -3.32692 -1.92782
H 1.86147 -2.77559 -1.05288
H 3.02044 -0.33321 -3.05473
H 3.05340 -0.52904 -1.26929
H 2.36512 0.95137 -1.98899
C 0.47181 3.33493 -2.84998
C -0.60930 3.53744 -3.68874
C -0.41100 3.57061 -5.06208
C 0.84753 3.33509 -5.63983
C 1.93738 3.15222 -4.78358
C 1.75489 3.14792 -3.40461
Se 0.42650 3.33222 -0.93218
H -0.71349 4.25218 -0.60287
H -1.60146 3.69728 -3.26346
H -1.21987 3.77670 -5.72150
H 0.97920 3.30109 -6.72095
H 2.94257 3.00990 -5.18527
H 2.64463 3.02004 -2.76981
C -2.62126 2.15443 3.17068
C -2.26068 1.56218 1.91292
N -2.01010 1.03635 0.90107
H -1.76855 2.06844 3.88098
H -3.48537 1.59658 3.60328
H -2.90103 3.22609 3.02798
*
```

calculated total energy = -4441.67735 Eh
maximum force = 3.343 eV/Å
orbital gap (spin up / spin down) = 3.652 / 3.626 eV
energy relative to the best compared isomer or geometry (same formula, charge and spin) = 114.2 kJ/mol



3.
Formula: C34H38BF6N12SbTl
Source: the OMol25 dataset
Level of theory: ωB97M-V with the def2-TZVPD basis set

Structure (ORCA input):
```
! wB97M-V def2-TZVPD RIJCOSX def2/J DEFGRID3
* xyz -1 1
Tl -0.24329 -0.37818 0.81748
C -0.28210 3.38732 1.32927
C -1.77763 3.53148 1.69038
C -2.68627 2.55416 0.94469
N -3.00302 0.10234 0.66791
C -3.49252 -1.10039 1.30180
C -4.74637 -1.27984 1.66330
C -5.75051 -2.11306 1.90941
C -5.70152 -3.31100 1.12397
C -4.48639 -3.89683 0.87754
C -3.16742 -3.52193 1.23799
C -2.60367 -2.27011 1.50572
N -1.32913 -2.05867 1.83980
C -0.48600 -3.14243 2.29179
C 0.29758 -3.91798 1.22900
C 1.11162 -3.07336 0.23410
N 1.47072 -1.76620 0.75900
C 2.66584 -1.22181 0.62079
C 3.67351 -1.85313 -0.14430
C 5.03880 -1.69789 -0.22340
C 5.86646 -0.82374 0.46300
C 5.40578 0.21005 1.24910
C 4.11388 0.64464 1.51154
C 2.82800 0.14055 1.21180
N 1.71640 0.81596 1.49625
C 1.89599 2.18573 1.97181
C 0.64863 2.92237 2.45207
H 0.08631 4.33874 0.93464
H -0.19337 2.68526 0.50417
H -2.12738 4.53112 1.41583
H -1.93127 3.44368 2.76910
H -2.31259 2.42703 -0.05964
H -3.71810 2.89744 0.88229
H -4.69604 0.83660 2.41750
H -6.50933 -1.93450 2.66555
H -6.60540 -3.80846 0.78749
H -4.53352 -4.86015 0.37404
H -2.45516 -4.33622 1.16826
H -1.08748 -3.85126 2.87252
H 0.24830 -2.71532 2.98310
H -0.36797 -4.56341 0.64989
H 0.97897 -4.58102 1.77146
H 0.53566 -2.92262 -0.68214
H 1.99355 -3.64800 -0.04371
H 3.29346 -2.59470 -0.83086
H 5.51981 -2.36298 -0.93252
H 6.93504 -0.91034 0.31376
H 6.17222 0.83667 1.69620
H 4.11469 1.56090 2.07997
H 2.39003 2.77801 1.18574
H 2.57844 2.18604 2.82998
H 0.99851 3.78720 3.02553
H 0.10886 2.28783 3.14949
C -3.05482 0.63160 3.88429
C -1.77567 0.48748 3.50721
N -1.47205 0.93879 2.25112
N -2.74733 1.19934 1.61221
C -3.76853 1.29436 2.75754
B -3.16669 0.19544 -0.86717
N -1.95999 0.93777 -1.53113
C -1.85443 1.44599 -2.77150
C -0.54600 1.82831 -2.99074
C 0.11595 1.49012 -1.81307
N -0.74022 0.94782 -0.95353
N -3.05396 -1.25061 -1.37530
C -3.87720 -2.05364 -2.08176
C -3.15480 -3.15683 -2.47525
C -1.87112 -2.93708 -1.95092
N -1.81575 -1.79432 -1.28964
N -4.46776 0.88337 -1.33675
C -4.69048 2.18647 -1.63931
C -6.04879 2.38317 -1.71621
C -6.58942 1.11690 -1.42836
N -5.63930 0.22944 -1.19582
H -3.50850 0.30640 4.80446
H -0.96879 0.06065 4.08769
H -3.92883 2.36087 2.92576
H -2.71831 1.49267 -3.41283
H -0.10916 2.24847 -3.87866
H 1.15705 1.59039 -1.56242
H -4.90836 -1.78170 -2.22247
H -3.50587 -3.99705 -3.04917
H -0.99486 -3.56178 -2.03033
H -3.87957 2.87923 -1.78664
H -6.56551 3.29698 -1.95557
H -7.62447 0.81479 -1.38539
F 2.07340 -0.51137 -2.13760
Sb 3.23848 -0.18086 -3.61219
F 3.99072 -1.91311 -3.40175
F 1.93371 -0.88554 -4.79090
F 4.52256 0.53593 -2.41699
F 2.43471 1.54252 -3.77312
F 4.39503 0.18499 -5.06374
*
```

calculated total energy = -3012.34046 Eh
maximum force = 0.625 eV/Å
orbital gap = 6.896 eV
energy relative to the best compared isomer or geometry (same formula, charge and spin) = 473.9 kJ/mol



- Which formula does entry 2 have?
  C19H40BiNP3Se